Entry 1:
ORCA calculation (ωB97M-V/def2-TZVPD) on a 2-piece molecular cluster, C2H7OS overall.

Properties
ΔE to the lowest compared entry with this formula, charge and spin = 1.9180 eV
HOMO-LUMO gap = 6.057 eV
Lowest unoccupied orbital energy = 0.147 Eh
Charge = -1

Last column: natural (NBO) charge in e.
CARTESIAN COORDINATES (ANGSTROEM)
1 O 2.479 -1.651 -1.123  -1.04
2 H 1.616 -1.149 -0.932  0.48
3 C 0.118 -0.226 -0.837  -1.10
4 S 0.131 0.337 0.825  0.09
5 C -1.482 1.179 1.162  -0.79
6 H 0.362 0.542 -1.567  0.18
7 H -0.565 -1.038 -0.938  0.18
8 H 2.587 -2.106 -0.277  0.43
9 H -2.296 0.455 1.241  0.18
10 H -1.275 1.745 2.071  0.19
11 H -1.676 1.911 0.375  0.19



Entry 2:
ORCA calculation (ωB97M-V/def2-TZVPD) on a 2-piece molecular cluster, C2H7OS overall.

Properties
ΔE to the lowest compared entry with this formula, charge and spin = 2.1936 eV
HOMO-LUMO gap = 5.630 eV
Lowest unoccupied orbital energy = 0.125 Eh
Charge = -1

Last column: natural (NBO) charge in e.
CARTESIAN COORDINATES (ANGSTROEM)
1 C 1.636 0.020 -0.626  -0.78
2 S 2.452 -0.593 0.842  -0.11
3 H 1.300 -0.868 -1.188  0.20
4 H 2.410 0.627 -1.255  0.20
5 H 0.684 0.556 -0.407  0.31
6 H 1.306 -0.694 1.554  0.14
7 C -1.939 0.199 0.196  -0.19
8 O -1.485 1.331 -0.391  -0.97
9 H -2.786 -0.370 -0.302  0.07
10 H -2.384 0.424 1.200  0.08
11 H -1.194 -0.633 0.376  0.05



Entry 3:
ORCA calculation (ωB97M-V/def2-TZVPD) on a 2-piece molecular cluster, C2H7OS overall.

Properties
ΔE to the lowest compared entry with this formula, charge and spin = 1.6568 eV
HOMO-LUMO gap = 6.762 eV
Lowest unoccupied orbital energy = 0.156 Eh
Charge = -1

Last column: natural (NBO) charge in e.
CARTESIAN COORDINATES (ANGSTROEM)
1 O 2.914 -1.109 1.953  -1.04
2 H 2.258 -1.780 1.366  0.49
3 C -1.362 0.821 -1.297  -0.63
4 C -0.638 -0.102 -0.213  -0.49
5 S 0.128 0.860 1.220  -0.75
6 H -2.454 1.071 -1.005  0.18
7 H -1.256 0.160 -2.157  0.18
8 H -0.819 1.777 -1.509  0.20
9 H -1.369 -0.843 0.082  0.17
10 H 0.131 -0.658 -0.835  0.15
11 H 2.466 -0.197 2.394  0.53



Entry 4:
ORCA calculation (ωB97M-V/def2-TZVPD) on a 3-piece molecular cluster, C2H7OS2 overall.

Properties
ΔE to the lowest compared entry with this formula, charge and spin = 1.6639 eV
HOMO-LUMO gap = 6.036 eV
Lowest unoccupied orbital energy = 0.135 Eh
Charge = -1

Last column: natural (NBO) charge in e.
CARTESIAN COORDINATES (ANGSTROEM)
1 C 2.047 0.827 -0.697  0.28
2 O 3.042 1.516 -0.693  -0.56
3 H 2.092 -0.246 -0.485  0.11
4 H 1.214 -5.924 -3.010  -0.01
5 H 1.065 1.261 -0.923  0.15
6 C -0.451 0.576 1.923  -0.76
7 S -0.821 -0.862 0.841  -0.07
8 S -1.533 0.060 -0.885  -0.76
9 H -0.634 1.461 1.313  0.23
10 H -1.087 0.550 2.796  0.19
11 H 0.588 0.553 2.247  0.19
12 H 1.501 -5.242 -3.132  0.01



Entry 5:
ORCA calculation (ωB97M-V/def2-TZVPD) on one molecule with the formula C2H7PS2.

Properties
ΔE to the lowest compared entry with this formula, charge and spin = 0.9541 eV
HOMO-LUMO gap = 9.149 eV
Lowest unoccupied orbital energy = 0.013 Eh
SMILES = CS[P@H](C)=S

Last column: natural (NBO) charge in e.
CARTESIAN COORDINATES (ANGSTROEM)
1 C -0.638 1.660 -0.437  -0.99
2 C 1.077 -1.538 1.508  -0.58
3 P -0.496 -0.055 -1.108  0.87
4 S -2.213 -0.982 -1.024  -0.53
5 S 1.393 -0.875 -0.463  -0.19
6 H -0.637 1.654 0.711  0.25
7 H 0.052 2.388 -0.910  0.25
8 H -1.520 2.243 -0.737  0.26
9 H 1.147 -2.683 1.317  0.25
10 H 0.007 -1.201 1.631  0.23
11 H 1.814 -0.962 1.942  0.21
12 H 0.014 0.351 -2.430  -0.03



Entry 6:
ORCA calculation (ωB97M-V/def2-TZVPD) on a 2-piece molecular cluster, C2H7S overall.

Properties
ΔE to the lowest compared entry with this formula, charge and spin = 0.4389 eV
HOMO-LUMO gap = 6.337 eV
Lowest unoccupied orbital energy = 0.159 Eh
Charge = -1

Last column: natural (NBO) charge in e.
CARTESIAN COORDINATES (ANGSTROEM)
1 C -1.889 1.493 1.908  -0.86
2 H -2.404 1.335 0.959  0.22
3 H -2.075 2.506 2.276  0.18
4 H -2.212 0.756 2.639  0.19
5 H -0.829 1.398 1.667  0.26
6 C 1.031 -1.695 -1.051  -0.73
7 S 0.649 0.062 -0.651  -0.76
8 H 0.946 -2.336 -0.163  0.17
9 H 2.038 -1.784 -1.446  0.17
10 H 0.306 -2.060 -1.777  0.17